Version 1
Density functional theory data (the ωB97M-V functional and the def2-TZVPD basis) for a 4-piece molecular cluster, C3H11NO3 overall.

Last column: Löwdin spin population.
CARTESIAN COORDINATES (ANGSTROEM)
H  -1.146  1.033  -0.555  0.017
H  -1.879  0.724  2.446  0.000
H  1.870  0.546  -0.720  0.000
H  0.533  -2.059  0.673  0.014
H  -1.101  -0.965  -2.448  0.000
C  -1.620  1.349  0.371  0.411
H  2.566  1.285  1.297  0.000
H  1.254  0.479  1.011  0.002
O  -0.638  -1.406  -1.703  0.020
H  2.140  0.252  -2.236  0.000
O  2.215  0.473  0.949  0.006
H  -2.127  2.302  0.354  0.020
H  0.126  -0.813  -1.492  -0.001
H  -1.161  -2.038  0.085  0.027
O  1.438  0.312  -1.577  0.000
C  -0.419  -1.527  0.708  0.047
N  -0.590  -0.482  1.371  0.339
C  -1.460  0.533  1.465  0.097

Calculated values
orbital gap (alpha / beta) = 10.55 / 7.48 eV
expectation value of S² = 0.774
multiplicity = 2
LUMO (alpha / beta) = -4.4 / -7.7 eV
total charge = +1
HOMO level (alpha / beta) = -14.975 / -15.195 eV

***

Version 2
Density functional theory data (the ωB97M-V functional and the def2-TZVPD basis) for a 2-piece molecular cluster, C3H11NO3 overall.

Last column: Löwdin spin population.
CARTESIAN COORDINATES (ANGSTROEM)
H  0.059  -2.039  1.403  0.025
O  1.080  1.604  -0.472  0.079
H  1.854  -0.654  0.543  0.010
C  -0.498  -1.474  -0.632  0.109
C  -0.086  -1.105  0.840  0.109
O  0.352  -2.357  -1.266  0.067
N  1.020  -0.278  1.028  0.542
H  -2.432  2.047  -0.275  0.000
H  -1.006  -0.682  1.263  0.003
O  -1.589  1.581  -0.402  0.001
C  0.959  1.164  0.847  0.026
H  0.810  -1.919  -1.995  0.001
H  -1.043  2.362  -0.593  0.001
H  1.892  1.595  1.207  0.010
H  -1.470  -1.953  -0.564  0.014
H  0.612  1.110  -1.157  0.000
H  -0.628  -0.557  -1.176  0.002
H  0.114  1.558  1.401  0.000

Calculated values
orbital gap (alpha / beta) = 12.27 / 7.15 eV
expectation value of S² = 0.756
multiplicity = 2
LUMO (alpha / beta) = -3.2 / -8.3 eV
total charge = +1
HOMO level (alpha / beta) = -15.438 / -15.480 eV

***

Version 3
Density functional theory data (the ωB97M-V functional and the def2-TZVPD basis) for a 3-piece molecular cluster, C3H11NO3 overall.

Last column: Löwdin spin population.
CARTESIAN COORDINATES (ANGSTROEM)
H  2.915  -0.288  1.132  0.004
C  1.889  0.081  -0.571  0.000
H  1.408  1.589  -2.032  -0.001
C  0.899  -0.416  1.690  0.070
H  0.889  -1.515  1.742  0.034
H  -1.796  -2.501  -0.932  0.000
H  -3.003  -1.657  -0.540  0.000
H  0.839  1.862  -0.441  0.007
H  -2.813  0.519  -0.481  0.000
H  0.074  0.679  -1.565  -0.004
O  -2.726  1.432  -0.189  0.000
H  -0.043  -0.187  1.246  0.001
H  -3.087  1.489  0.699  0.000
N  1.973  -0.031  0.818  0.501
C  0.979  1.081  -1.181  0.007
O  -2.091  -1.590  -0.859  0.000
H  1.004  0.018  2.676  0.021
O  2.689  -0.564  -1.209  0.360

Calculated values
orbital gap (alpha / beta) = 10.33 / 5.73 eV
expectation value of S² = 0.774
multiplicity = 2
LUMO (alpha / beta) = -4.2 / -8.8 eV
total charge = +1
HOMO level (alpha / beta) = -14.486 / -14.485 eV

***

The most stable arrangement is version 3, and the next structure is 0.0148 hartree less stable.

***

Version 1
Density functional theory data (the ωB97M-V functional and the def2-TZVPD basis) for C6H11N2 as an isolated structure.

Last column: Löwdin charge in e.
CARTESIAN COORDINATES (ANGSTROEM)
H  -3.825  -1.424  0.776  0.037
C  -0.684  1.546  0.300  -0.082
H  -0.849  2.624  0.657  0.150
H  2.496  0.177  0.086  0.103
H  3.698  -1.067  -0.137  0.028
H  -0.196  -1.153  -0.864  0.075
H  4.415  0.362  0.343  0.136
C  -1.820  0.752  0.094  -0.039
C  0.574  1.354  -0.124  -0.129
H  3.734  -0.610  1.376  0.134
C  0.845  -1.014  -0.761  0.112
N  1.246  0.161  -0.429  -0.047
N  3.636  -0.312  0.393  0.190
H  -4.350  -1.099  -0.976  0.103
H  -4.899  -0.069  0.347  0.140
H  1.272  2.200  0.023  0.123
H  1.523  -1.779  -1.025  0.082
C  -3.985  -0.762  0.033  -0.075
C  -2.832  0.114  -0.110  -0.041

Calculated values
orbital gap = 8.20 eV
LUMO = -4.3 eV
total charge = +1
HOMO level = -12.481 eV

***

Version 2
Density functional theory data (the ωB97M-V functional and the def2-TZVPD basis) for a 2-piece molecular cluster, C6H11N2 overall.

Last column: Löwdin charge in e.
CARTESIAN COORDINATES (ANGSTROEM)
C  2.892  -0.450  0.392  -0.059
H  3.865  -0.435  -0.074  0.120
H  -0.215  2.749  0.528  0.146
H  2.914  -0.303  1.460  0.116
N  0.459  2.229  -0.020  0.191
H  2.068  0.649  -1.381  0.151
N  -2.600  -0.397  -0.103  -0.071
C  -1.517  0.013  -0.136  0.110
C  1.791  0.271  -0.405  -0.230
C  0.834  1.035  0.325  -0.144
H  2.014  -1.831  -1.092  0.121
H  -4.019  -1.696  -0.756  0.103
C  -3.900  -0.884  -0.038  -0.083
H  -4.097  -1.253  0.969  0.103
H  1.057  -1.661  0.435  0.109
H  -4.600  -0.082  -0.276  0.103
H  0.513  0.664  1.293  0.140
H  0.725  2.628  -0.912  0.151
C  1.817  -1.247  -0.208  -0.077

Calculated values
orbital gap = 11.35 eV
LUMO = -3.7 eV
total charge = +1
HOMO level = -15.041 eV

***

The most stable arrangement is version 2, and the next structure is 0.0669 hartree less stable.

***

Version 1
Density functional theory data (the ωB97M-V functional and the def2-TZVPD basis) for an isolated ion of composition C6H11N2 and charge +1.

Last column: Löwdin charge in e.
CARTESIAN COORDINATES (ANGSTROEM)
H  0.577  2.024  1.788  0.148
H  -1.687  -0.077  1.894  0.165
H  1.256  -2.206  0.676  0.119
H  1.787  0.770  -1.352  0.131
H  -1.914  1.868  -0.555  0.094
H  2.923  1.149  -0.028  0.099
C  2.216  0.460  -0.394  0.039
C  -2.141  0.902  -0.973  -0.006
H  -3.177  0.733  -1.088  0.084
H  -0.430  -2.728  0.378  0.064
C  0.374  1.124  1.229  0.129
C  -0.905  0.200  1.190  -0.083
N  1.039  0.440  0.405  -0.007
H  2.484  -0.592  -0.410  0.101
H  0.671  -2.289  -0.915  0.083
C  0.294  -2.055  0.069  0.046
N  -1.388  0.013  -0.143  -0.008
H  -1.779  0.855  -1.985  0.093
C  -0.201  -0.592  0.215  -0.291

Calculated values
orbital gap = 9.63 eV
LUMO = -4.3 eV
total charge = +1
HOMO level = -13.978 eV

***

Version 2
Density functional theory data (the ωB97M-V functional and the def2-TZVPD basis) for an isolated ion of composition C6H11N2 and charge +1.

Last column: Löwdin charge in e.
CARTESIAN COORDINATES (ANGSTROEM)
H  -2.982  0.351  0.548  0.091
H  -1.082  1.589  -0.420  0.138
H  3.948  -0.653  0.165  0.129
N  0.807  0.899  0.279  0.098
H  -3.041  -0.178  -1.143  0.096
C  -0.567  -1.631  0.136  0.229
H  -0.116  0.673  -1.603  0.150
H  0.951  1.894  0.486  0.191
H  -3.128  -1.370  0.160  0.091
C  -0.428  0.727  -0.555  -0.083
C  2.878  -0.631  0.362  -0.114
H  2.621  -0.947  1.368  0.122
H  2.482  1.082  -1.043  0.162
C  -1.173  -0.535  -0.174  -0.376
N  2.038  -1.014  -0.720  0.176
H  -0.524  -2.654  0.404  0.068
C  2.051  0.355  -0.363  -0.310
H  0.659  0.403  1.171  0.177
C  -2.680  -0.430  -0.148  -0.035

Calculated values
orbital gap (alpha / beta) = 10.13 / 7.31 eV
LUMO (alpha / beta) = -4.0 / -5.3 eV
total charge = +1
HOMO level (alpha / beta) = -14.150 / -12.605 eV

***

Version 3
Density functional theory data (the ωB97M-V functional and the def2-TZVPD basis) for an isolated ion of composition C6H11N2 and charge +1.

Last column: Löwdin charge in e.
CARTESIAN COORDINATES (ANGSTROEM)
C  -1.543  -0.430  -0.216  0.146
H  1.555  -0.315  -1.684  0.096
H  0.140  -0.989  1.495  0.040
H  -0.381  -1.792  -1.276  0.193
H  1.902  0.208  0.898  0.166
H  1.226  -1.989  0.628  0.092
N  0.982  2.170  0.362  0.119
C  -0.283  -0.956  -0.504  -0.264
H  2.471  1.045  -0.582  0.131
N  -2.504  0.288  -0.137  0.153
C  0.244  -1.643  0.765  -0.028
C  1.523  0.931  -0.024  -0.359
H  1.552  2.584  1.093  0.054
C  -3.601  0.790  0.318  0.138
C  0.810  0.070  -1.073  -0.116
H  0.382  0.944  -1.579  0.120
H  -0.234  -2.585  0.920  0.098
H  -4.377  0.775  -0.433  0.108
H  -3.914  1.085  1.302  0.113

Calculated values
orbital gap (alpha / beta) = 7.13 / 9.31 eV
LUMO (alpha / beta) = -6.3 / -4.3 eV
total charge = +1
HOMO level (alpha / beta) = -13.393 / -13.559 eV

***

The most stable arrangement is version 1, and the next structure is 0.0578 hartree less stable.

***

Version 1
Density functional theory data (the ωB97M-V functional and the def2-TZVPD basis) for an isolated ion of composition C5H11N2O3 and charge +1.

Last column: Löwdin charge in e.
CARTESIAN COORDINATES (ANGSTROEM)
C  -0.416  -0.614  -1.573  -0.004
C  0.301  -1.927  0.384  0.015
H  -3.083  -0.098  0.732  0.107
H  -0.780  -1.564  -2.007  0.125
C  1.196  1.917  -0.360  0.055
H  0.953  -1.845  1.342  0.136
H  -0.916  0.227  -2.034  0.103
H  0.564  -0.665  -1.978  0.092
N  -1.286  -0.091  0.656  -0.103
H  0.864  -2.406  -0.332  0.067
O  -2.460  -0.804  0.752  0.154
H  0.653  1.882  -1.340  0.123
O  1.688  0.120  1.222  0.185
O  -1.899  1.862  1.394  0.109
N  -1.041  1.143  1.037  -0.068
C  0.890  0.583  0.291  -0.124
H  -0.638  -2.509  0.512  0.121
H  2.267  0.685  1.664  0.137
C  -0.131  -0.571  -0.114  -0.421
H  1.061  2.819  0.228  0.120
H  2.214  1.857  -0.476  0.073

Calculated values
orbital gap = 9.27 eV
LUMO = -4.9 eV
total charge = +1
HOMO level = -14.220 eV

***

Version 2
Density functional theory data (the ωB97M-V functional and the def2-TZVPD basis) for a 2-piece molecular cluster, C5H11N2O3 overall.

Last column: Löwdin charge in e.
CARTESIAN COORDINATES (ANGSTROEM)
C  0.350  0.147  1.395  -0.309
H  -0.105  -2.604  -0.816  0.112
O  -0.754  -0.511  1.676  0.072
H  1.554  -1.578  1.675  0.142
C  -1.934  0.254  1.364  -0.002
H  1.326  0.641  -3.826  0.074
C  1.716  -0.481  1.446  0.061
H  -2.457  0.248  2.219  0.103
H  2.159  -0.074  2.362  0.114
O  0.119  1.427  1.067  0.042
H  -1.417  1.944  -0.021  0.090
H  -1.402  2.477  1.685  0.168
N  0.758  0.143  -1.972  -0.019
O  0.833  -0.056  -3.438  -0.002
H  0.717  1.125  -1.858  0.116
H  -2.498  -0.023  0.548  0.116
H  2.189  -0.025  0.592  0.097
C  0.277  -0.671  -1.042  -0.172
C  -1.302  1.641  0.930  -0.015
N  -0.068  -1.866  -1.522  0.121
H  -0.061  -2.160  -2.465  0.092

Calculated values
orbital gap = 9.42 eV
LUMO = -3.5 eV
total charge = +1
HOMO level = -12.956 eV

***

The most stable arrangement is version 2, and the next structure is 0.0623 hartree less stable.

***

Version 1
Density functional theory data (the ωB97M-V functional and the def2-TZVPD basis) for a 6-piece molecular cluster, CH14O6 overall.

Last column: Löwdin charge in e.
CARTESIAN COORDINATES (ANGSTROEM)
O  -0.064  0.823  0.799  -0.169
O  2.412  -1.974  -1.268  -0.039
H  0.711  1.376  2.649  0.082
H  1.694  1.710  1.236  0.077
H  0.441  -2.618  0.363  0.019
H  -0.931  0.731  1.233  0.052
H  2.508  -2.758  -1.796  0.029
O  0.202  -2.196  1.186  -0.051
H  -2.884  -1.311  1.670  0.059
O  -0.852  2.128  -1.508  -0.058
H  0.682  0.419  -2.663  0.004
H  -0.575  0.839  -3.138  0.004
H  -3.204  0.155  2.137  0.057
H  1.528  0.007  1.804  0.072
O  -2.499  -0.452  1.874  -0.040
C  1.041  0.970  1.694  -0.118
O  0.028  0.103  -3.278  -0.066
H  -0.345  2.160  -0.681  0.025
H  2.142  -1.317  -1.922  0.027
H  -0.427  -1.498  1.005  -0.008
H  -1.607  2.704  -1.394  0.042

Calculated values
orbital gap = 10.75 eV
LUMO = 0.3 eV
HOMO level = -10.485 eV

***

Version 2
Density functional theory data (the ωB97M-V functional and the def2-TZVPD basis) for a 6-piece molecular cluster, CH14O6 overall.

Last column: Löwdin charge in e.
CARTESIAN COORDINATES (ANGSTROEM)
H  0.398  0.271  -3.253  0.033
O  -0.036  -2.588  -0.534  -0.170
H  -1.960  2.065  -1.031  0.042
O  -1.476  2.244  -0.226  -0.042
H  -1.449  -3.813  0.324  0.082
H  -0.579  -4.454  -1.143  0.066
O  0.522  0.741  -2.439  -0.042
H  -0.530  2.623  2.780  0.047
H  2.295  2.172  -1.209  0.013
O  0.350  2.213  2.715  -0.063
C  -0.487  -3.954  -0.194  -0.114
H  -0.704  2.708  -0.547  0.029
O  2.394  2.526  -0.323  -0.050
H  0.684  0.198  -1.667  0.033
O  -1.085  -0.594  1.312  -0.056
H  -1.144  0.368  1.385  0.007
H  3.321  2.502  -0.083  0.037
H  -0.740  -2.126  -0.060  0.011
H  -0.338  -0.758  1.907  0.057
H  0.322  2.028  1.762  0.004
H  0.240  -4.369  0.524  0.078

Calculated values
orbital gap = 10.63 eV
LUMO = 0.5 eV
HOMO level = -10.178 eV

***

The most stable arrangement is version 1, and the next structure is 0.0054 hartree less stable.